Density functional theory data (ωB97M-V/def2-TZVPD) for 2 unconnected molecules or ions with the total composition C6H16N2 at a distorted geometry.

Net charge: 0
Calculated total energy: -347.49327 Eh
Maximum force: 0.02372 hartree/bohr
Molecular weight: 116.2 g mol⁻¹

Each line ends with the Löwdin charge.
Geometry (Å):
C 0.318 -2.383 -1.226  -0.1483
N -0.266 -1.317 -0.492  0.0405
C 0.165 -1.591 2.816  -0.0524
C -0.703 0.294 -2.304  -0.0477
C 0.095 -0.064 -1.026  -0.4889
C -0.131 0.982 0.053  -0.3136
N 0.331 2.223 -0.368  0.0239
C 0.169 3.204 0.655  -0.1619
H -0.060 -3.339 -0.864  0.0732
H 0.096 -2.356 -2.309  0.0845
H 1.419 -2.416 -1.185  0.0985
H 0.103 -1.387 1.744  -0.0350
H 1.175 -1.602 3.212  0.0161
H -0.328 -2.558 2.936  0.0183
H -0.476 -0.415 -3.100  0.0621
H -1.778 0.239 -2.125  0.0807
H -0.463 1.312 -2.599  0.0661
H 1.163 -0.002 -1.311  0.1449
H -0.422 -0.835 3.339  0.0169
H -1.207 0.906 0.326  0.1501
H 0.434 0.644 0.952  0.1254
H 0.695 2.956 1.590  0.0871
H -0.880 3.336 0.968  0.0904
H 0.551 4.168 0.317  0.0692



Density functional theory data (ωB97M-V/def2-TZVPD) for a single C27H27N3O5S2 molecule.

Net charge: 0
SMILES string: C=CCn1c(SCC(=O)c2[nH]c(C)c(C(=O)OCC)c2C)nc2scc(-c3ccc(OC)cc3)c2c1=O
Calculated total energy: -2381.95746 Eh
Maximum force: 0.01533 hartree/bohr
Molecular weight: 537.7 g mol⁻¹

Each line ends with the Löwdin charge.
Geometry (Å):
C 3.540 3.238 1.256  0.0222
C 4.292 3.064 0.188  -0.1586
C 4.026 2.112 -0.943  -0.1791
N 2.837 1.305 -0.758  0.0104
C 1.611 1.837 -0.955  -0.5646
S 1.486 3.479 -1.530  1.0554
C -0.320 3.629 -1.397  -0.3526
C -0.756 3.189 -0.008  -0.4387
O -0.071 3.418 0.974  0.0483
C -2.018 2.489 0.111  -0.1676
N -2.255 1.870 1.318  0.1428
C -3.410 1.199 1.294  -0.2436
C -3.876 0.396 2.449  0.0032
C -3.979 1.391 0.031  -0.0363
C -5.261 0.808 -0.369  -0.4274
O -6.047 0.294 0.396  0.0965
O -5.481 0.878 -1.693  -0.0220
C -6.711 0.337 -2.169  -0.2146
C -7.852 1.336 -2.030  -0.0599
C -3.099 2.215 -0.719  -0.1300
C -3.336 2.739 -2.091  -0.0230
N 0.494 1.212 -0.740  0.0597
C 0.591 -0.037 -0.259  -0.4913
S -0.795 -0.970 0.176  1.0939
C 0.237 -2.274 0.658  -0.3369
C 1.564 -2.027 0.490  -0.2206
C 2.602 -3.005 0.819  -0.1857
C 3.636 -3.282 -0.066  -0.0195
C 4.606 -4.218 0.242  -0.0066
C 4.557 -4.900 1.453  -0.2749
O 5.459 -5.835 1.861  -0.0851
C 6.554 -6.122 1.026  -0.0926
C 3.513 -4.634 2.341  -0.0006
C 2.549 -3.703 2.025  -0.0224
C 1.783 -0.715 -0.040  -0.0908
C 3.024 -0.017 -0.275  -0.3375
O 4.149 -0.434 -0.104  0.0888
H 3.813 3.941 2.023  0.0608
H 2.616 2.708 1.417  0.0567
H 5.208 3.624 0.059  0.1013
H 4.865 1.411 -1.022  0.1275
H 3.938 2.667 -1.884  0.1057
H -0.539 4.685 -1.554  0.0962
H -0.769 3.019 -2.175  0.0678
H -1.594 1.919 2.079  0.1710
H -3.246 -0.487 2.566  0.0807
H -3.818 0.980 3.367  0.0887
H -4.900 0.079 2.284  0.0711
H -6.526 0.093 -3.217  0.1237
H -6.939 -0.574 -1.607  0.1211
H -8.760 0.912 -2.449  0.0766
H -7.615 2.258 -2.555  0.0760
H -8.020 1.560 -0.979  0.0753
H -2.943 3.748 -2.196  0.0785
H -4.400 2.750 -2.304  0.0744
H -2.862 2.095 -2.831  0.0956
H -0.212 -3.176 1.023  0.0768
H 3.685 -2.766 -1.012  0.1185
H 5.394 -4.404 -0.470  0.1035
H 7.145 -6.865 1.560  0.0918
H 6.230 -6.539 0.067  0.0944
H 7.167 -5.233 0.848  0.0958
H 3.486 -5.170 3.276  0.1166
H 1.754 -3.496 2.726  0.1153



Density functional theory data (ωB97M-V/def2-TZVPD) for a molecular structure, C46H56As2CsN8O4S at a distorted geometry.

Net charge: -1
Calculated total energy: -7415.35472 Eh
Maximum force: 0.02775 hartree/bohr
Molecular weight: 1099.8 g mol⁻¹

Each line ends with the Löwdin charge.
Geometry (Å):
Cs 0.107 -0.233 0.141  1.1364
C -3.195 2.458 3.818  -0.3186
As -1.723 2.182 2.550  1.1144
C -2.612 2.417 0.835  -0.3086
C -0.833 3.929 2.678  -0.4215
C -1.522 5.090 3.008  -0.1134
C -0.859 6.305 3.089  -0.1109
C 0.500 6.359 2.836  -0.1168
C 1.195 5.205 2.501  -0.1105
C 0.545 3.977 2.422  -0.4197
As 1.436 2.282 1.911  1.0625
C 3.263 2.949 1.643  -0.3076
C 1.714 1.630 3.746  -0.2987
H -3.890 3.233 3.490  0.0129
H -2.767 2.741 4.779  0.0212
H -3.737 1.520 3.928  0.0099
H -3.252 3.302 0.837  0.0305
H -3.163 1.509 0.594  0.0230
H -1.816 2.548 0.103  -0.0084
H -2.589 5.056 3.199  0.0889
H -1.407 7.207 3.335  0.1009
H 1.026 7.306 2.893  0.1004
H 2.257 5.270 2.302  0.0836
H 3.622 3.495 2.515  0.0188
H 3.284 3.585 0.758  0.0233
H 3.890 2.077 1.459  0.0146
H 2.153 2.414 4.362  0.0257
H 2.356 0.757 3.663  0.0075
H 0.750 1.330 4.160  -0.0136
C 2.596 -4.533 -5.888  -0.0941
O 2.471 -4.740 -4.500  -0.0870
C 3.552 -4.453 -3.728  -0.2829
C 4.799 -4.125 -4.226  -0.0224
C 5.829 -3.862 -3.327  -0.0441
C 5.604 -3.883 -1.968  -0.2842
C 4.354 -4.240 -1.463  -0.0135
C 3.335 -4.527 -2.341  0.0166
N 6.784 -3.649 -1.146  0.0447
N 6.792 -2.950 -0.128  0.0530
C 5.631 -2.247 0.348  -0.2790
C 5.269 -2.419 1.653  -0.0554
C 4.099 -1.855 2.170  -0.0302
C 3.236 -1.094 1.366  -0.4229
O 2.100 -0.668 1.735  -0.4228
C 3.728 -0.741 0.015  -0.1538
N 3.017 0.173 -0.697  0.0439
C 3.453 0.523 -1.880  -0.1427
C 4.652 0.023 -2.436  -0.0492
C 5.378 -0.894 -1.736  -0.0194
C 4.917 -1.334 -0.473  -0.1206
H 1.615 -4.736 -6.310  0.0899
H 3.334 -5.211 -6.329  0.0902
H 2.879 -3.498 -6.106  0.0970
H 4.992 -4.086 -5.289  0.0985
H 6.822 -3.630 -3.691  0.1112
H 4.161 -4.278 -0.399  0.1206
H 2.345 -4.795 -1.996  0.1218
H 5.892 -3.051 2.279  0.1080
H 3.811 -2.055 3.194  0.0894
H 2.855 1.255 -2.417  0.0817
H 4.982 0.380 -3.404  0.0984
H 6.314 -1.278 -2.118  0.1058
N -3.009 -1.697 -3.106  0.0752
C -1.838 -1.640 -2.220  -0.8068
O -1.678 -0.442 -1.668  -0.5285
C -1.581 -2.921 -1.469  -0.1243
C -0.638 -2.477 -2.601  -0.0985
H -2.969 -0.841 -3.652  0.0567
H -2.922 -2.463 -3.771  0.0537
H -2.260 -3.745 -1.664  0.0875
H -1.189 -2.894 -0.458  0.0530
H -0.646 -3.060 -3.515  0.0815
H 0.353 -2.145 -2.309  0.0682
N -1.706 2.054 -2.563  0.0736
C -1.155 3.253 -2.293  -0.9132
S 0.497 3.470 -2.382  0.6231
N -2.078 4.207 -1.973  0.0510
C -1.992 5.465 -1.351  -0.2367
C -3.165 6.230 -1.372  -0.0416
C -3.214 7.470 -0.764  -0.1006
C -2.093 7.975 -0.122  -0.1060
C -0.940 7.211 -0.089  -0.0940
C -0.872 5.962 -0.687  -0.0344
H -1.079 1.256 -2.628  0.0569
H -2.518 1.750 -2.036  0.0835
H -3.029 3.912 -2.131  0.1340
H -4.043 5.840 -1.875  0.1071
H -4.135 8.038 -0.798  0.0974
H -2.116 8.949 0.351  0.0959
H -0.062 7.576 0.429  0.0965
H 0.027 5.376 -0.642  0.0487
C 0.149 -4.398 7.290  -0.0732
C -0.597 -3.077 7.331  -0.2162
N -0.880 -2.530 6.001  -0.0428
C 0.239 -1.844 5.345  -0.1985
C 0.855 -2.568 4.163  -0.0484
C -2.041 -2.971 5.433  -0.3881
O -2.761 -3.767 6.037  0.0264
C -2.493 -2.548 4.058  -0.0923
C -3.502 -3.316 3.473  0.0016
C -3.913 -3.028 2.181  -0.0381
C -3.293 -1.991 1.496  -0.1239
N -2.369 -1.223 2.065  0.0364
C -2.001 -1.486 3.308  -0.1302
H 0.303 -4.776 8.304  0.0718
H 1.132 -4.293 6.828  0.0655
H -0.418 -5.144 6.734  0.0771
H -0.015 -2.324 7.870  0.1141
H -1.542 -3.191 7.854  0.1105
H 0.993 -1.711 6.123  0.1181
H -0.037 -0.824 5.086  0.0909
H 1.263 -3.534 4.463  0.0773
H 1.649 -1.964 3.720  0.0480
H 0.138 -2.750 3.363  0.0710
H -3.929 -4.127 4.044  0.1156
H -4.680 -3.611 1.689  0.1038
H -3.515 -1.776 0.454  0.1136
H -1.277 -0.790 3.702  0.0783



Density functional theory data (ωB97M-V/def2-TZVPD) for 4 unconnected molecules or ions with the total composition H9O4 at a distorted geometry.

Net charge: +1
Calculated total energy: -306.08861 Eh
Maximum force: 0.02449 hartree/bohr
Molecular weight: 73.1 g mol⁻¹

Each line ends with the Löwdin charge.
Geometry (Å):
O 0.471 -0.553 2.044  -0.0121
H 1.127 -0.678 2.729  0.0774
H -2.494 -0.580 -0.965  0.0756
H -0.368 -0.938 2.298  0.0745
O 1.090 -0.509 -0.655  0.1614
H 0.978 -0.475 0.333  0.0883
H 0.420 0.301 -0.977  0.0919
O -1.547 -0.610 -0.808  -0.0312
H -1.215 -1.441 -0.464  0.0572
H 1.982 -0.107 -0.700  0.1682
O 0.117 1.677 -1.149  0.0381
H 0.280 2.339 -0.463  0.1196
H -0.841 1.575 -1.224  0.0911



The highest maximum force belongs to which entry? C46H56As2CsN8O4S



Which of these has the lowest net charge? C46H56As2CsN8O4S



The highest net charge belongs to which entry? H9O4



Among the records above, which one has the lowest molecular weight? H9O4